Entry 1:
Here is a molecular structure, C31H37Cl3GeN3O2Os from OMol25. Energies are from the ωB97M-V functional and the def2-TZVPD basis.

Element x y z (Å)
Os (-0.920, -0.565, 0.507)
C (-1.742, 5.312, 1.492)
C (-0.971, 4.115, 0.937)
C (0.452, 4.509, 0.514)
C (-1.648, 3.465, -0.252)
C (-2.077, 4.266, -1.301)
C (-2.463, 3.720, -2.512)
C (-2.365, 2.353, -2.732)
C (-1.974, 1.505, -1.710)
C (-1.711, 0.053, -2.069)
C (-0.368, -0.078, -2.793)
C (-2.845, -0.624, -2.838)
C (-1.713, 2.074, -0.446)
N (-1.539, 1.182, 0.631)
C (-1.991, 1.512, 1.990)
O (-2.905, 2.227, 2.231)
C (-1.176, 0.742, 2.999)
C (-1.013, 0.996, 4.345)
C (-0.105, 0.205, 5.049)
C (0.651, -0.770, 4.400)
C (0.423, -0.969, 3.051)
N (-0.500, -0.251, 2.427)
C (1.199, -1.816, 2.082)
O (2.140, -2.498, 2.374)
N (0.752, -1.618, 0.750)
C (1.643, -2.039, -0.237)
C (1.232, -2.992, -1.178)
C (2.190, -3.433, -2.056)
C (3.524, -2.915, -2.071)
C (3.909, -1.949, -1.189)
C (2.988, -1.448, -0.269)
C (3.356, -0.254, 0.552)
C (4.620, -0.513, 1.387)
C (3.549, 0.963, -0.375)
C (-0.143, -3.624, -1.122)
C (-0.638, -4.133, -2.471)
C (-0.159, -4.736, -0.068)
H (-1.268, 5.662, 2.409)
H (-2.775, 5.049, 1.719)
H (-1.744, 6.150, 0.796)
H (-0.865, 3.399, 1.753)
H (0.425, 5.238, -0.297)
H (1.020, 3.644, 0.166)
H (0.984, 4.958, 1.353)
H (-2.078, 5.341, -1.181)
H (-2.797, 4.367, -3.312)
H (-2.592, 1.956, -3.711)
H (-1.678, -0.653, -1.160)
H (-0.427, 0.439, -3.751)
H (-0.135, -1.127, -2.984)
H (0.447, 0.374, -2.223)
H (-2.939, -0.175, -3.826)
H (-3.798, -0.523, -2.320)
H (-2.627, -1.683, -2.978)
H (-1.572, 1.790, 4.822)
H (0.037, 0.371, 6.108)
H (1.398, -1.356, 4.917)
H (1.944, -4.230, -2.746)
H (4.218, -3.303, -2.806)
H (4.908, -1.538, -1.212)
H (2.537, -0.008, 1.227)
H (5.492, -0.669, 0.753)
H (4.497, -1.379, 2.035)
H (4.816, 0.364, 2.004)
H (4.386, 0.814, -1.056)
H (3.763, 1.840, 0.236)
H (2.656, 1.168, -0.970)
H (-0.848, -2.852, -0.794)
H (-0.111, -5.034, -2.786)
H (-0.537, -3.384, -3.259)
H (-1.692, -4.400, -2.391)
H (0.533, -5.534, -0.343)
H (-1.156, -5.168, 0.012)
H (0.135, -4.366, 0.916)
Cl (-3.128, -2.108, 3.167)
Ge (-3.077, -1.638, 1.091)
Cl (-3.325, -3.434, -0.025)
Cl (-4.688, -0.337, 0.619)

Relative energy (zero: lowest compared OMol25 entry of this formula, charge and spin)   0.000 eV
E_HOMO (alpha / beta)   -14.440 / -14.403 eV
Charge   +2
Frontier orbital gap (alpha / beta)   6.73 / 4.80 eV
Spin multiplicity   2
LUMO energy (alpha / beta)   -0.283 / -0.353 hartree

Mulliken charges, unit e, in atom order:
1. Os -0.3031
2. C -1.7731
3. C 1.3122
4. C -1.4311
5. C 0.2505
6. C -0.3700
7. C -1.6271
8. C -0.8417
9. C 0.5064
10. C 3.0711
11. C -1.1996
12. C -1.7178
13. C -0.1610
14. N 1.3092
15. C -1.0356
16. O -0.4343
17. C 1.2050
18. C -0.8046
19. C -0.6300
20. C -0.6352
21. C 0.4901
22. N 0.8489
23. C -0.5805
24. O -0.5301
25. N 1.2074
26. C 0.1242
27. C 0.2724
28. C -0.8006
29. C -1.4625
30. C -0.6870
31. C 0.5917
32. C 0.9892
33. C -1.6797
34. C -1.2169
35. C 3.2192
36. C -1.8147
37. C -1.4529
38. H 0.4464
39. H 0.4051
40. H 0.3795
41. H -0.1424
42. H 0.3524
43. H 0.2978
44. H 0.4529
45. H 0.4201
46. H 0.4254
47. H 0.4281
48. H -1.3899
49. H 0.4820
50. H 0.2518
51. H 0.1784
52. H 0.4104
53. H 0.3858
54. H 0.3595
55. H 0.6337
56. H 0.4969
57. H 0.6106
58. H 0.4621
59. H 0.4517
60. H 0.4795
61. H -0.1996
62. H 0.3606
63. H 0.3873
64. H 0.4729
65. H 0.3912
66. H 0.4486
67. H 0.1626
68. H -1.9437
69. H 0.5490
70. H 0.4010
71. H 0.3415
72. H 0.4119
73. H 0.4294
74. H 0.2879
75. Cl -0.2746
76. Ge 0.7457
77. Cl -0.2262
78. Cl -0.2318

Entry 2:
Here is a molecular structure, C31H37ClN9O2PdSSe2 from OMol25. Energies are from the ωB97M-V functional and the def2-TZVPD basis.

Element x y z (Å)
Pd (-2.034, 1.492, 1.180)
O (-3.140, 1.329, 3.253)
N (-2.805, 2.153, 4.180)
C (-3.581, 2.210, 5.291)
C (-3.265, 3.058, 6.323)
C (-2.132, 3.883, 6.252)
C (-1.345, 3.827, 5.137)
C (-1.668, 2.958, 4.068)
S (-0.712, 2.871, 2.692)
H (-4.429, 1.542, 5.280)
H (-3.909, 3.069, 7.192)
H (-1.883, 4.547, 7.068)
H (-0.459, 4.437, 5.036)
C (3.373, -1.429, 0.355)
C (2.968, -2.600, 1.254)
C (2.365, -2.017, 2.548)
C (4.255, -3.343, 1.653)
C (1.964, -3.602, 0.566)
O (1.346, -4.410, 1.577)
C (2.584, -4.577, -0.492)
C (2.495, -4.294, -2.008)
C (3.314, -3.139, -2.532)
C (2.704, -2.032, -3.101)
C (3.447, -0.949, -3.561)
C (4.822, -0.985, -3.460)
Cl (5.761, 0.361, -4.032)
C (5.460, -2.091, -2.925)
C (4.702, -3.161, -2.469)
C (0.778, -2.958, -0.140)
N (-0.151, -2.146, 0.663)
C (-0.131, -0.847, 0.876)
N (-1.218, -0.491, 1.551)
C (-1.900, -1.668, 1.705)
N (-1.283, -2.692, 1.182)
H (4.021, -0.755, 0.922)
H (2.518, -0.839, 0.005)
H (3.927, -1.750, -0.524)
H (3.166, -1.571, 3.141)
H (1.877, -2.776, 3.156)
H (1.636, -1.223, 2.360)
H (4.854, -2.699, 2.299)
H (4.876, -3.591, 0.792)
H (4.060, -4.262, 2.214)
H (2.024, -4.927, 2.025)
H (2.047, -5.513, -0.334)
H (3.622, -4.774, -0.233)
H (1.456, -4.164, -2.316)
H (2.830, -5.210, -2.499)
H (1.621, -2.004, -3.199)
H (2.960, -0.088, -4.003)
H (6.541, -2.112, -2.870)
H (5.209, -4.029, -2.057)
H (0.164, -3.768, -0.524)
H (1.113, -2.337, -0.965)
H (0.654, -0.187, 0.544)
H (-2.840, -1.753, 2.229)
C (-5.323, 0.351, -1.685)
N (-4.720, 1.658, -1.989)
C (-4.449, 2.143, -3.244)
C (-3.930, 3.387, -3.088)
N (-3.874, 3.633, -1.737)
C (-3.431, 4.889, -1.119)
C (-4.341, 2.563, -1.082)
Se (-4.392, 2.314, 0.789)
H (-5.406, -0.209, -2.610)
H (-6.310, 0.494, -1.253)
H (-4.684, -0.192, -0.995)
H (-4.653, 1.576, -4.136)
H (-3.606, 4.109, -3.819)
H (-2.808, 5.421, -1.830)
H (-2.849, 4.661, -0.232)
H (-4.292, 5.499, -0.857)
Se (-1.802, -0.470, -2.520)
N (-0.790, 0.679, -3.465)
C (-0.562, 1.742, -2.689)
C (0.179, 2.901, -2.990)
C (0.315, 3.884, -2.001)
C (-0.254, 3.736, -0.749)
N (-1.002, 2.643, -0.438)
C (-1.160, 1.693, -1.376)
N (-1.900, 0.652, -1.068)
H (0.633, 3.017, -3.966)
H (0.895, 4.775, -2.201)
H (-0.115, 4.478, 0.028)

Relative energy (zero: lowest compared OMol25 entry of this formula, charge and spin)   0.653 eV
E_HOMO (alpha / beta)   -11.430 / -12.328 eV
Charge   +2
Frontier orbital gap (alpha / beta)   5.74 / 3.03 eV
Spin multiplicity   6
LUMO energy (alpha / beta)   -0.209 / -0.342 hartree

Mulliken charges, unit e, in atom order:
1. Pd -0.1243
2. O -0.5474
3. N 0.6533
4. C -0.2574
5. C -0.6236
6. C -0.2892
7. C -0.6976
8. C 0.6228
9. S -0.1027
10. H 0.4762
11. H 0.4392
12. H 0.4382
13. H 0.4479
14. C -1.1245
15. C 2.2212
16. C -1.6888
17. C -1.8420
18. C 1.6419
19. O -0.6679
20. C -1.4841
21. C -1.2684
22. C 0.0363
23. C 0.1034
24. C -1.0104
25. C 0.3978
26. Cl -0.2180
27. C -0.8240
28. C 0.0428
29. C -2.4352
30. N 1.6328
31. C -0.5806
32. N -0.1279
33. C -0.6533
34. N -1.0800
35. H 0.6406
36. H -0.2614
37. H 0.0571
38. H 0.5179
39. H 0.4150
40. H 0.2265
41. H 0.4655
42. H 0.3992
43. H 0.3768
44. H 0.5808
45. H 0.3831
46. H 0.5118
47. H 0.3526
48. H 0.5452
49. H 0.5177
50. H 0.5003
51. H 0.4381
52. H 0.4695
53. H 0.6361
54. H 0.5847
55. H 0.2723
56. H 0.5386
57. C -0.9415
58. N 0.3253
59. C -0.4715
60. C -0.4447
61. N 0.3735
62. C -0.9438
63. C -0.0767
64. Se 0.0573
65. H 0.3265
66. H 0.3676
67. H 0.3285
68. H 0.5051
69. H 0.5115
70. H 0.3405
71. H 0.3463
72. H 0.3152
73. Se 0.0176
74. N -0.8636
75. C 0.1760
76. C -0.6748
77. C -0.8447
78. C -0.8627
79. N 0.4990
80. C 1.7359
81. N -0.2421
82. H 0.6014
83. H 0.4621
84. H 0.4023

Entry 3:
Here is a molecular structure, C31H37ClN9O6STi from OMol25. Energies are from the ωB97M-V functional and the def2-TZVPD basis.

Element x y z (Å)
Ti (0.018, 0.300, -0.650)
C (2.242, -1.465, 5.022)
C (3.105, -0.662, 4.059)
N (2.416, 0.464, 3.464)
C (1.535, 0.307, 2.396)
S (1.721, -1.005, 1.289)
N (0.614, 1.217, 2.319)
N (-0.190, 1.128, 1.200)
C (-1.179, 2.065, 1.167)
C (-1.224, 3.252, 2.078)
C (-2.159, 1.830, 0.206)
C (-3.287, 2.676, -0.037)
C (-4.278, 2.252, -0.860)
C (-4.176, 0.970, -1.480)
C (-3.040, 0.249, -1.296)
N (-2.005, 0.657, -0.517)
H (2.821, -2.251, 5.514)
H (1.818, -0.824, 5.798)
H (1.416, -1.929, 4.485)
H (4.000, -0.286, 4.564)
H (3.435, -1.303, 3.241)
H (2.048, 1.139, 4.122)
H (-0.531, 3.109, 2.901)
H (-0.945, 4.175, 1.554)
H (-2.225, 3.405, 2.486)
H (-3.345, 3.638, 0.456)
H (-5.145, 2.876, -1.039)
H (-4.962, 0.579, -2.111)
H (-2.913, -0.715, -1.773)
C (0.255, 3.359, -3.630)
N (1.370, 3.553, -2.701)
C (1.961, 4.887, -2.768)
C (1.292, 2.898, -1.518)
O (0.333, 2.169, -1.265)
C (2.452, 3.063, -0.523)
O (2.729, 1.919, 0.221)
C (3.669, 1.008, -0.284)
C (3.008, -0.092, -1.106)
O (1.916, 0.158, -1.645)
N (3.720, -1.168, -1.435)
C (3.064, -2.222, -2.209)
C (4.867, -1.558, -0.625)
H (0.595, 3.645, -4.624)
H (-0.604, 3.974, -3.346)
H (-0.046, 2.316, -3.628)
H (2.310, 5.077, -3.782)
H (2.804, 4.991, -2.094)
H (1.210, 5.638, -2.509)
H (2.142, 3.829, 0.196)
H (3.341, 3.417, -1.054)
H (4.191, 0.595, 0.576)
H (4.391, 1.513, -0.943)
H (2.378, -1.770, -2.919)
H (2.485, -2.885, -1.565)
H (3.836, -2.777, -2.741)
H (4.549, -1.815, 0.390)
H (5.613, -0.766, -0.583)
H (5.329, -2.427, -1.087)
N (-0.514, 0.077, -2.903)
C (-1.083, -0.394, -3.793)
C (-1.800, -0.952, -4.857)
C (-1.556, -0.507, -6.176)
N (-1.356, -0.129, -7.250)
C (-2.798, -1.910, -4.564)
N (-3.621, -2.677, -4.297)
C (-4.494, -1.518, 1.904)
C (-3.350, -2.339, 2.421)
C (-3.189, -2.581, 3.774)
C (-2.117, -3.330, 4.235)
Cl (-1.965, -3.640, 5.954)
C (-1.176, -3.831, 3.363)
C (-1.317, -3.596, 2.000)
C (-2.406, -2.873, 1.533)
O (-2.638, -2.626, 0.217)
C (-1.856, -3.336, -0.722)
C (-0.414, -2.868, -0.887)
O (0.442, -3.707, -1.140)
O (-0.208, -1.605, -0.830)
H (-5.263, -1.410, 2.669)
H (-4.933, -1.969, 1.014)
H (-4.150, -0.525, 1.613)
H (-3.907, -2.182, 4.479)
H (-0.328, -4.389, 3.735)
H (-0.554, -3.953, 1.323)
H (-2.358, -3.206, -1.684)
H (-1.838, -4.401, -0.481)

Relative energy (zero: lowest compared OMol25 entry of this formula, charge and spin)   0.829 eV
E_HOMO (alpha / beta)   -3.123 / -3.123 eV
Charge   -1
Frontier orbital gap (alpha / beta)   4.94 / 4.94 eV
Spin multiplicity   1
LUMO energy (alpha / beta)   0.067 / 0.067 hartree

Mulliken charges, unit e, in atom order:
1. Ti -1.0326
2. C -0.9653
3. C -0.2954
4. N -0.2349
5. C 0.0598
6. S -0.4253
7. N -1.3912
8. N 2.5966
9. C 0.7333
10. C -2.0971
11. C 0.4859
12. C -1.2992
13. C -0.7061
14. C -1.3386
15. C -0.1831
16. N 1.0578
17. H 0.4282
18. H 0.3103
19. H 0.0948
20. H 0.4112
21. H 0.0695
22. H 0.2548
23. H 0.4188
24. H 0.2464
25. H 0.4336
26. H 0.4763
27. H 0.4204
28. H 0.5450
29. H 0.3910
30. C -0.7682
31. N 0.1457
32. C -1.0952
33. C 0.7705
34. O 0.3466
35. C -1.0835
36. O -0.1650
37. C -1.0899
38. C 0.3202
39. O -0.7272
40. N 0.2177
41. C -1.1151
42. C -0.9693
43. H 0.3965
44. H 0.3118
45. H 0.0043
46. H 0.3214
47. H 0.4265
48. H 0.3222
49. H 0.3424
50. H 0.4340
51. H 0.4870
52. H 0.3971
53. H 0.2230
54. H 0.4312
55. H 0.4480
56. H 0.2751
57. H 0.3493
58. H 0.3272
59. N -0.2530
60. C 0.9045
61. C -0.0725
62. C -0.1373
63. N -0.6124
64. C 0.1308
65. N -0.6346
66. C -1.2037
67. C 0.8691
68. C -0.8367
69. C 0.2257
70. Cl -0.2834
71. C -0.9496
72. C -0.5735
73. C 1.1293
74. O -0.4375
75. C -1.0648
76. C 0.5026
77. O -0.7257
78. O 0.6181
79. H 0.4386
80. H 0.2990
81. H 0.0182
82. H 0.3815
83. H 0.4159
84. H 0.3422
85. H 0.2874
86. H 0.4727